ORCA calculation (ωB97M-V/def2-TZVPD) on a molecular structure, C13H22BF7NO3ReSSi2 in a non-equilibrium geometry.

XYZ file:
```
51
Properties=species:S:1:pos:R:3
Re 0.280 -0.088 -0.358
C -0.650 3.525 -2.208
Si -1.599 2.675 -0.866
C -2.706 1.330 -1.548
C -2.638 3.938 0.008
C -0.521 1.740 0.450
C -1.398 1.040 1.414
C -2.286 1.420 2.401
C -2.910 0.411 3.122
C -2.645 -0.932 2.857
C -1.750 -1.248 1.861
N -1.169 -0.255 1.181
Si 0.885 2.699 1.375
C 1.629 1.401 2.496
C 0.139 4.042 2.410
C 2.164 3.419 0.249
H -1.370 3.869 -2.957
H 0.071 2.885 -2.712
H -0.122 4.403 -1.827
H -3.213 1.659 -2.459
H -3.473 1.053 -0.819
H -2.156 0.415 -1.814
H -3.290 4.404 -0.740
H -2.040 4.734 0.454
H -3.286 3.511 0.776
H -2.482 2.463 2.600
H -3.611 0.670 3.906
H -3.124 -1.721 3.418
H -1.484 -2.262 1.599
H 0.937 1.141 3.302
H 2.554 1.764 2.954
H 1.892 0.474 1.965
H -0.585 3.667 3.137
H -0.335 4.822 1.813
H 0.950 4.516 2.975
H 2.596 2.690 -0.434
H 2.975 3.814 0.868
H 1.762 4.246 -0.343
F 0.185 -3.705 -1.931
B 0.998 -3.870 -0.900
F 0.268 -1.904 0.169
F 2.247 -3.440 -0.965
F 0.584 -4.549 0.156
F 2.468 1.151 -4.270
C 3.246 0.654 -3.328
F 3.996 -0.318 -3.788
F 3.968 1.603 -2.769
S 2.141 -0.039 -2.012
O 1.288 -1.101 -2.515
O 2.878 -0.305 -0.796
O 1.187 1.132 -1.698
```

Its spin multiplicity is 4. The expectation value of S² is 3.78. The value obtained for the energy relative to the best compared isomer or geometry (same formula, charge and spin) is 140.0 kJ/mol. As for the total charge: +1. The value obtained for the HOMO energy (alpha / beta) is -0.467 / -0.477 hartree. The LUMO energy (alpha / beta) comes out at -5.25 / -5.68 eV. The calculation puts the maximum force at 3.20 eV/A.

ORCA calculation (ωB97M-V/def2-TZVPD) on a molecular structure, C13H22BNO2V in a non-equilibrium geometry.

XYZ file:
```
40
Properties=species:S:1:pos:R:3
C -0.402 1.538 -2.231
C 0.901 1.888 -2.719
C 1.600 2.547 -1.676
C 0.757 2.579 -0.519
C -0.495 1.959 -0.864
V 1.043 0.666 -1.087
N -1.159 -1.715 1.368
C -0.478 -2.709 0.634
C 0.432 -1.888 -0.415
H 2.618 2.897 -1.715
H 1.299 1.670 -3.696
H 1.015 2.986 0.443
H -1.353 1.855 -0.208
H -1.192 1.057 -2.783
H 0.086 -2.180 -1.421
H -1.138 -3.370 0.033
H -1.487 -1.027 0.666
H 1.438 -2.301 -0.260
H 0.222 -3.273 1.270
C 2.028 -0.075 4.405
C 0.634 -0.671 4.356
C 0.450 -1.563 5.582
O 0.481 -1.514 3.183
B -0.533 -0.971 2.410
O -0.862 0.349 2.738
C -0.524 0.433 4.165
C -1.801 0.054 4.944
C -0.133 1.837 4.578
H 2.779 -0.864 4.300
H 2.227 0.426 5.363
H 2.164 0.653 3.602
H 1.179 -2.387 5.584
H 0.599 -0.985 6.506
H -0.556 -2.003 5.615
H -1.656 0.109 6.039
H -2.603 0.761 4.676
H -2.161 -0.960 4.684
H 0.728 2.197 4.015
H -0.969 2.517 4.397
H 0.108 1.890 5.654
```

Its spin multiplicity is 4. The expectation value of S² is 3.78. The value obtained for the energy relative to the best compared isomer or geometry (same formula, charge and spin) is 15.8 kJ/mol. As for the total charge: -2. The value obtained for the HOMO energy (alpha / beta) is 0.110 / 0.032 hartree. The LUMO energy (alpha / beta) comes out at 4.82 / 4.78 eV. The calculation puts the maximum force at 6.00 eV/A.

ORCA calculation (ωB97M-V/def2-TZVPD) on a molecular structure, C13H22BNO4 in a non-equilibrium geometry.

XYZ file:
```
41
Properties=species:S:1:pos:R:3
C -1.447 0.790 -2.703
N -0.218 1.322 -2.140
C 1.088 0.996 -2.722
C -0.378 2.479 -1.313
H -1.453 -0.310 -2.700
H -2.339 1.139 -2.145
H -1.542 1.142 -3.748
H 1.214 -0.100 -2.766
H 1.130 1.371 -3.750
H 1.971 1.399 -2.175
H 0.540 3.089 -1.201
H -1.276 3.073 -1.746
C 0.722 2.257 3.658
C 0.245 2.655 2.319
C -0.979 3.258 2.112
C -1.300 3.114 0.774
C -0.213 2.536 0.095
B 0.062 -0.723 0.302
O 0.181 -0.659 1.667
C 0.161 -2.228 1.771
C 0.293 -2.893 0.261
C 0.491 -4.384 0.024
C 1.467 -2.107 -0.398
O 1.183 -0.696 -0.507
C -1.001 -2.331 -0.437
O -1.165 -0.916 -0.325
O 0.766 2.213 1.117
H 0.232 2.769 4.531
H 0.458 1.175 3.809
H 1.788 2.360 3.808
H -1.648 3.757 2.759
H -2.077 3.433 0.115
H 0.946 -2.328 2.504
H -0.787 -2.344 2.313
H 0.668 -4.576 -1.088
H 1.418 -4.761 0.459
H -0.409 -5.041 0.249
H 2.345 -2.145 0.223
H 1.607 -2.426 -1.441
H -0.896 -2.549 -1.564
H -1.848 -2.811 -0.002
```

The value obtained for the energy relative to the best compared isomer or geometry (same formula, charge and spin) is 0.0 kJ/mol. The value obtained for the HOMO energy is -0.261 hartree. The LUMO energy comes out at 0.54 eV. The calculation puts the maximum force at 9.07 eV/A.

ORCA calculation (ωB97M-V/def2-TZVPD) on a molecular structure, C13H22ClI2NOPRu in a non-equilibrium geometry.

XYZ file:
```
42
Properties=species:S:1:pos:R:3
I 0.263 -2.029 -0.920
I -0.172 3.379 -1.420
Ru 0.238 0.687 -1.032
P 0.413 0.704 -3.323
C -1.177 0.688 -4.206
C 1.292 2.099 -4.136
H 2.257 -0.849 -3.630
H 1.435 -0.466 -5.172
H 0.689 -1.622 -4.014
C 1.283 -0.707 -4.110
H 2.264 2.235 -3.652
H 1.437 1.856 -5.197
H -0.990 0.684 -5.289
H -1.765 1.573 -3.940
H 0.709 3.023 -4.042
H -1.732 -0.217 -3.931
C -1.592 0.676 -1.046
O -2.759 0.695 -1.016
Cl 2.595 0.651 -1.413
C -0.187 -2.223 3.751
N -0.686 -2.114 2.345
C -1.704 -3.193 2.131
C -1.276 -0.738 1.975
C -0.270 0.352 2.164
C -0.083 0.829 3.482
C 0.886 1.773 3.780
C 1.641 2.317 2.750
C 1.448 1.876 1.438
C 0.463 0.954 1.144
H -0.997 -1.917 4.431
H 0.698 -1.595 3.898
H 0.075 -3.270 3.951
H 0.108 -2.273 1.679
H -2.571 -2.964 2.767
H -1.988 -3.209 1.077
H -1.258 -4.152 2.418
H -1.623 -0.816 0.945
H -2.146 -0.598 2.635
H -0.697 0.433 4.301
H 1.044 2.087 4.818
H 2.367 3.102 2.970
H 2.063 2.276 0.642
```

Its spin multiplicity is 6. The expectation value of S² is 8.79. The value obtained for the energy relative to the best compared isomer or geometry (same formula, charge and spin) is 5.8 kJ/mol. As for the total charge: +2. The value obtained for the HOMO energy (alpha / beta) is -0.495 / -0.562 hartree. The LUMO energy (alpha / beta) comes out at -5.80 / -10.44 eV. The calculation puts the maximum force at 7.33 eV/A.

ORCA calculation (ωB97M-V/def2-TZVPD) on a molecular structure, C13H22CoN2O5PS2.

XYZ file:
```
46
Properties=species:S:1:pos:R:3
Co -0.712 0.057 0.602
C -3.799 -1.470 -3.003
C -2.481 -1.943 -3.582
O -1.691 -2.709 -2.661
P -0.982 -2.018 -1.382
S -2.202 -1.776 0.160
S -0.093 -0.325 -1.918
O 0.056 -3.186 -1.029
C 1.421 -3.164 -1.456
C 1.565 -3.572 -2.908
H -4.391 -1.010 -3.798
H -3.639 -0.735 -2.215
H -4.359 -2.306 -2.581
H -1.886 -1.094 -3.926
H -2.646 -2.619 -4.422
H 1.931 -3.865 -0.793
H 1.830 -2.168 -1.288
H 1.124 -4.555 -3.079
H 2.623 -3.606 -3.179
H 1.065 -2.849 -3.553
O 0.765 -1.125 1.206
N 1.806 -0.522 1.611
N 1.719 0.750 1.550
O 0.651 1.376 1.103
C 2.817 1.540 1.995
C 2.677 2.918 1.974
C 3.727 3.716 2.405
C 4.910 3.147 2.850
C 5.038 1.763 2.861
C 4.000 0.954 2.435
H 1.747 3.337 1.618
H 3.616 4.793 2.388
H 5.727 3.773 3.184
H 5.958 1.306 3.203
H 4.090 -0.122 2.438
C -1.234 3.204 -0.313
C -2.461 2.337 -0.022
C -3.190 2.000 -1.327
O -2.184 1.186 0.696
H -1.529 4.133 -0.813
H -0.535 2.666 -0.958
H -0.718 3.447 0.616
H -3.153 2.954 0.582
H -2.535 1.407 -1.971
H -3.496 2.905 -1.863
H -4.079 1.407 -1.101
```

Its spin multiplicity is 2. The expectation value of S² is 0.88. The value obtained for the energy relative to the best compared isomer or geometry (same formula, charge and spin) is 0.0 kJ/mol. As for the total charge: -1. The value obtained for the HOMO energy (alpha / beta) is -0.163 / -0.164 hartree. The LUMO energy (alpha / beta) comes out at 2.84 / 2.85 eV. The calculation puts the maximum force at 0.25 eV/A.